# 1
DFT (ωB97M-V/def2-TZVPD) results for 2 unconnected molecules or ions with the total composition C2H5FO2.

Its energy above the lowest of the compared OMol25 structures with the same formula, charge and spin is 4.494 eV. As for the orbital gap (spin up / spin down): 0.2954 / 0.3263 Eh. Its spin multiplicity is 1. The HOMO energy (spin up / spin down) is -0.273 / -0.297 Eh. As for the energy: -8963.3569 eV.

XYZ file:
```
10
Properties=species:S:1:pos:R:3:forces:R:3
C -1.393 0.384 0.389 0.18 0.12 0.01
C 2.241 -0.070 0.233 0.17 0.05 -0.46
O -1.854 -0.622 -0.385 -0.15 -0.22 -0.37
O 2.610 -1.351 0.001 -0.30 0.40 0.03
F 2.958 0.837 -0.509 -0.23 -0.39 0.29
H -1.265 0.138 1.421 -0.02 -0.09 0.26
H -1.359 1.394 0.027 -0.06 0.17 -0.16
H 1.164 0.103 0.161 0.17 -0.07 0.14
H -1.938 -0.345 -1.306 0.03 0.02 0.24
H 3.564 -1.389 -0.114 0.21 0.00 0.03
```
Forces are in eV/Å.

***

# 2
DFT (ωB97M-V/def2-TZVPD) results for a single C5H4O2 molecule.

Its energy above the lowest of the compared OMol25 structures with the same formula, charge and spin is 0.347 eV. As for the orbital gap: 0.3446 Eh. Its spin multiplicity is 1. The HOMO energy is -0.338 Eh. As for the energy: -9343.8354 eV. Its structure (SMILES) is O=c1cccco1.

XYZ file:
```
11
Properties=species:S:1:pos:R:3:forces:R:3
O -2.239 -0.646 1.296 0.44 0.65 0.19
C -1.193 -0.201 0.913 0.26 -0.14 -0.44
C 0.091 -0.904 0.931 -0.46 -0.56 -0.56
C 0.948 -0.720 -0.099 -0.61 0.63 0.09
C 0.858 0.500 -0.886 -0.14 -0.27 0.05
C -0.190 1.317 -0.667 0.11 -0.31 0.00
O -1.179 1.016 0.209 -0.12 -0.13 0.13
H 0.105 -1.813 1.520 -0.01 0.09 -0.01
H 1.590 -1.541 -0.387 0.57 0.33 0.21
H 1.610 0.744 -1.629 -0.24 -0.01 0.09
H -0.400 2.247 -1.200 0.19 -0.28 0.26
```
Forces are in eV/Å.

***

# 3
DFT (ωB97M-V/def2-TZVPD) results for a molecular structure, C21H18ClMnNO6 at a distorted geometry.

Its energy above the lowest of the compared OMol25 structures with the same formula, charge and spin is 0.000 eV. As for the orbital gap (spin up / spin down): 0.3329 / 0.3344 Eh. Its spin multiplicity is 6. The HOMO energy (spin up / spin down) is -0.339 / -0.343 Eh. As for the energy: -79681.8447 eV. The expectation value of S² is 8.753.

XYZ file:
```
48
Properties=species:S:1:pos:R:3:forces:R:3
Mn 9.987 13.924 5.003 0.29 0.25 -0.44
C 6.774 14.666 7.223 0.15 0.13 -0.21
C 8.066 15.284 6.762 -0.11 -0.08 0.25
C 8.119 16.139 5.669 -0.37 0.06 -0.31
C 9.299 16.774 5.306 0.05 -0.11 -0.13
C 10.458 16.554 6.040 0.11 0.20 -0.40
C 10.435 15.673 7.107 0.50 -0.40 -0.11
C 9.256 15.025 7.441 -0.03 -0.43 0.20
H 6.709 13.614 6.961 0.08 -0.09 0.01
H 5.931 15.167 6.754 -0.09 0.03 0.01
H 6.700 14.773 8.299 -0.13 -0.02 0.19
H 7.227 16.237 5.056 0.10 0.18 0.08
H 9.332 17.373 4.405 -0.02 0.05 0.07
H 11.393 16.973 5.695 0.00 0.12 0.14
H 11.369 15.381 7.580 -0.19 0.18 0.09
H 9.274 14.255 8.205 -0.08 0.19 0.18
N 10.272 11.780 5.091 0.26 -0.58 -0.16
C 10.738 10.735 5.013 -0.05 0.04 0.10
C 11.298 9.407 4.996 -0.16 0.46 -0.26
C 11.335 8.707 6.195 -0.11 0.23 0.16
C 11.821 7.420 6.199 0.07 -0.36 0.04
C 12.244 6.841 5.008 0.13 -0.11 0.26
C 12.219 7.550 3.823 0.02 0.15 -0.30
C 11.754 8.853 3.800 -0.20 -0.01 0.46
H 10.978 9.192 7.097 0.06 -0.14 -0.05
H 11.860 6.857 7.123 0.00 0.02 -0.05
H 12.620 5.828 5.004 -0.01 -0.08 0.05
H 12.559 7.084 2.910 0.04 -0.01 -0.06
H 11.713 9.438 2.899 0.02 0.04 -0.24
O 11.680 14.769 3.869 0.03 -0.10 0.14
C 12.545 14.298 4.668 -0.18 -0.17 0.28
O 12.189 13.656 5.699 -0.13 0.19 -0.22
C 14.011 14.519 4.444 0.31 -0.07 0.14
C 14.944 13.688 5.069 -0.18 0.09 0.12
C 16.304 13.951 4.960 -0.20 -0.19 0.12
C 16.748 15.049 4.241 0.00 0.24 -0.20
C 15.828 15.874 3.606 -0.24 -0.08 0.21
C 14.468 15.603 3.705 -0.13 -0.03 -0.07
H 14.572 12.867 5.676 0.12 0.08 -0.10
H 17.013 13.310 5.467 0.03 -0.03 -0.02
H 17.804 15.290 4.173 -0.08 -0.13 0.05
H 16.160 16.754 3.079 0.06 0.06 -0.16
H 13.727 16.230 3.232 0.02 0.14 -0.11
O 6.424 14.236 3.335 0.91 -0.78 0.14
Cl 7.521 13.308 3.489 0.38 0.20 -0.08
O 7.309 12.084 2.764 0.16 0.98 0.49
O 8.810 13.962 3.060 -0.92 -0.47 0.38
O 7.761 13.019 4.926 -0.25 0.17 -0.68
```
Forces are in eV/Å.

***

# 4
DFT (ωB97M-V/def2-TZVPD) results for a gas-phase ion, C7H10N (charge +1) at a distorted geometry.

Its energy above the lowest of the compared OMol25 structures with the same formula, charge and spin is 3.928 eV. As for the orbital gap: 0.3668 Eh. Its spin multiplicity is 1. The HOMO energy is -0.494 Eh. As for the energy: -8899.6656 eV. The total charge is +1. Its structure (SMILES) is C=C1[C@@H]([NH3+])[C@H]1C#CC.

XYZ file:
```
18
Properties=species:S:1:pos:R:3:forces:R:3
C 1.731 -1.992 -1.098 3.78 -0.39 0.74
C 0.722 -1.637 -0.385 -1.59 0.70 -0.59
C -0.071 -1.584 0.796 -0.81 0.30 0.29
N 0.210 -0.417 1.711 -1.91 -1.26 0.84
C -0.646 -1.065 -0.554 -0.53 2.09 -0.14
C -0.800 0.492 -0.548 0.44 -4.88 -0.51
C -0.757 1.680 -0.511 0.53 -4.41 0.72
C -0.898 2.998 -0.620 -1.14 3.86 -0.19
H 1.787 -1.634 -2.090 -0.15 -0.11 -1.17
H 2.731 -2.382 -0.696 -1.83 0.25 -0.41
H -0.544 -2.483 1.202 0.40 0.58 0.50
H 1.077 -0.415 2.193 1.34 -0.08 0.21
H -0.504 -0.397 2.430 -0.27 -0.47 0.60
H -0.021 0.478 1.272 0.53 0.44 -1.18
H -1.421 -1.678 -1.102 0.88 0.91 0.91
H -1.384 3.418 0.260 -1.18 0.31 -0.71
H -1.189 3.092 -1.660 -1.27 1.09 0.07
H -0.021 3.526 -0.601 2.79 1.08 0.01
```
Forces are in eV/Å.

***

# 5
DFT (ωB97M-V/def2-TZVPD) results for a molecular structure, C5H7N at a distorted geometry.

Its energy above the lowest of the compared OMol25 structures with the same formula, charge and spin is 4.448 eV. As for the orbital gap: 0.3648 Eh. Its spin multiplicity is 1. The HOMO energy is -0.323 Eh. As for the energy: -6784.0643 eV.

XYZ file:
```
13
Properties=species:S:1:pos:R:3:forces:R:3
C 0.199 1.136 -0.586 -3.89 0.35 -1.00
C -0.821 0.431 0.608 -0.79 -0.57 -2.23
C 0.255 -0.352 -0.953 -0.92 -0.21 3.21
C 0.914 -0.870 0.295 5.93 -2.37 -0.08
C 0.240 -0.423 1.329 -0.44 2.08 2.10
H -0.430 1.470 -1.451 -0.04 0.56 0.96
H 0.934 1.935 -0.474 0.56 -0.92 0.71
H -1.771 0.751 1.133 1.56 0.42 -0.48
H -1.483 -1.431 -0.130 0.96 1.47 -1.40
H 0.537 -0.670 -1.888 0.89 -0.77 -2.09
H 2.138 -1.268 0.301 -3.98 0.88 0.07
H 0.509 -0.208 2.430 -0.34 -0.97 -2.06
N -1.222 -0.501 -0.616 0.50 0.07 2.28
```
Forces are in eV/Å.

***

# 6
DFT (ωB97M-V/def2-TZVPD) results for a single C5H7Cl molecule at a distorted geometry.

Its energy above the lowest of the compared OMol25 structures with the same formula, charge and spin is 2.580 eV. As for the orbital gap: 0.4053 Eh. Its spin multiplicity is 1. The HOMO energy is -0.363 Eh. As for the energy: -17817.8983 eV. Its structure (SMILES) is C[C@H]1[C@@H]2[C@@H](Cl)[C@H]12.

XYZ file:
```
13
Properties=species:S:1:pos:R:3:forces:R:3
C 1.774 -0.098 -0.407 2.03 0.03 -1.21
C 0.576 0.113 0.484 -0.46 -1.13 -3.54
C -0.582 0.746 -0.173 -1.10 0.46 2.07
C -1.684 0.042 0.637 -1.37 1.89 1.89
Cl -3.323 0.081 -0.113 0.61 -0.25 -0.16
C -0.607 -0.668 -0.011 -0.05 -3.86 -0.87
H 1.642 0.083 -1.564 -0.47 -0.82 2.24
H 2.231 -1.182 -0.217 -0.58 2.60 -0.49
H 2.477 0.772 -0.206 -0.16 -1.50 0.16
H 0.753 0.106 1.492 0.38 0.48 2.50
H -0.691 1.359 -0.998 -0.12 1.14 -1.34
H -1.928 0.218 1.774 1.22 -0.52 -2.20
H -0.638 -1.572 -0.699 0.08 1.49 0.95
```
Forces are in eV/Å.

***

What is the formula in the third record?
C21H18ClMnNO6

***

What is the energy in the third record?
-79681.8447 eV

***

Among the records above, which one has the highest energy above the lowest of the compared OMol25 structures with the same formula, charge and spin?
C2H5FO2